[1]
{"formula": "C5H11NO2P", "method": "ωB97M-V with the def2-TZVPD basis set", "species": ["C", "C", "C", "C", "C", "N", "O", "O", "P", "H", "H", "H", "H", "H", "H", "H", "H", "H", "H", "H"], "coordinates": [[-0.45, -2.82, 1.15], [1.51, 1.23, -0.64], [-0.30, 0.02, -1.88], [-0.80, 1.23, 0.33], [-0.01, 1.15, -0.90], [0.32, -2.61, 0.19], [0.50, -1.63, 3.47], [-2.04, -1.86, 3.33], [-0.75, -1.63, 2.63], [1.57, 1.68, 0.40], [1.93, 1.88, -1.40], [2.06, 0.22, -0.71], [0.25, 0.35, -2.69], [-1.35, -0.25, -2.15], [0.28, -0.87, -1.51], [-0.53, 0.29, 0.89], [-1.83, 1.15, 0.18], [-0.37, 2.08, -1.41], [0.66, -1.70, -0.18], [-0.66, 2.08, 0.91]], "charge": -1, "e_above_lowest_kj_mol": 222.8, "gap_ev": [6.58, 6.58], "energy_ev": -20236.984, "homo_energy_ev": [-3.199, -3.200]}

=====

[2]
{"formula": "C5H11NO3", "method": "ωB97M-V with the def2-TZVPD basis set", "species": ["C", "C", "C", "C", "N", "C", "O", "O", "O", "H", "H", "H", "H", "H", "H", "H", "H", "H", "H", "H"], "coordinates": [[1.32, 0.02, -0.29], [1.87, 1.01, 0.67], [1.16, -1.32, 0.07], [1.17, 0.45, -1.71], [-3.06, 0.30, 0.31], [-1.71, 0.07, 0.47], [-1.40, -1.16, 0.73], [-3.95, -0.64, 0.89], [-0.90, 0.96, 0.16], [-3.37, -1.42, 1.03], [-3.37, 1.24, 0.52], [1.78, 0.67, 1.70], [1.38, 1.98, 0.56], [2.94, 1.14, 0.45], [-0.14, -1.29, 0.41], [1.65, -1.65, 0.98], [1.17, -2.05, -0.73], [0.59, -0.26, -2.29], [0.71, 1.43, -1.77], [2.17, 0.52, -2.15]], "charge": 0, "e_above_lowest_kj_mol": 323.1, "gap_ev": 9.00, "energy_ev": -12993.503, "homo_energy_ev": -8.813}

=====

[3]
{"formula": "C5H11NO3", "method": "ωB97M-V with the def2-TZVPD basis set", "species": ["C", "C", "C", "O", "C", "O", "C", "N", "O", "H", "H", "H", "H", "H", "H", "H", "H", "H", "H", "H"], "coordinates": [[2.18, 0.19, 0.14], [0.75, -0.31, 0.34], [0.33, -1.27, -0.80], [-0.57, -0.71, -1.71], [-0.20, 0.90, 0.42], [0.04, 1.80, -0.63], [-1.69, 0.53, 0.36], [-2.10, -0.49, 1.13], [-2.45, 1.21, -0.30], [2.89, -0.64, 0.22], [2.28, 0.64, -0.84], [2.43, 0.94, 0.89], [0.70, -0.84, 1.30], [-0.19, -2.15, -0.39], [1.23, -1.62, -1.32], [-0.22, 0.15, -1.98], [-0.04, 1.41, 1.38], [-0.85, 2.10, -0.92], [-1.45, -1.07, 1.65], [-3.06, -0.77, 1.09]], "charge": 0, "e_above_lowest_kj_mol": 49.1, "gap_ev": 10.71, "smiles": "C[C@H](CO)[C@@H](O)C(N)=O", "energy_ev": -12996.342, "homo_energy_ev": -10.007}

=====

[4]
{"formula": "C5H11NOS", "method": "ωB97M-V with the def2-TZVPD basis set", "species": ["C", "N", "C", "O", "S", "C", "C", "C", "H", "H", "H", "H", "H", "H", "H", "H", "H", "H", "H"], "coordinates": [[-2.39, -1.03, -0.63], [-1.07, -0.72, -0.11], [-0.14, -0.01, -0.53], [-0.16, 1.13, -1.56], [-1.34, 1.45, -2.65], [1.16, 0.05, 0.10], [1.30, 0.88, 1.45], [1.63, -1.38, 0.31], [-2.27, -1.72, -1.48], [-2.84, -0.16, -1.01], [-2.80, -1.50, 0.21], [-0.39, 1.78, -3.54], [1.77, 0.60, -0.61], [0.80, 1.89, 1.23], [0.66, 0.42, 2.20], [2.30, 1.10, 1.82], [1.80, -2.06, -0.53], [2.28, -1.49, 1.19], [0.76, -1.95, 0.80]], "charge": 0, "e_above_lowest_kj_mol": 346.7, "gap_ev": 9.43, "smiles": "C/N=C(\\OS)C(C)C", "energy_ev": -19733.502, "homo_energy_ev": -8.651}

=====

[5]
{"formula": "C5H11NOS", "method": "ωB97M-V with the def2-TZVPD basis set", "species": ["C", "C", "O", "N", "C", "C", "C", "S", "H", "H", "H", "H", "H", "H", "H", "H", "H", "H", "H"], "coordinates": [[0.82, -1.82, -0.61], [1.98, -0.84, -0.66], [3.10, -1.22, -0.94], [1.71, 0.47, -0.47], [0.39, 1.06, -0.33], [-0.33, 0.81, 1.03], [-1.74, 0.24, 0.90], [-2.91, 1.54, 0.45], [0.06, -1.59, 0.14], [0.41, -1.81, -1.62], [1.22, -2.82, -0.47], [2.50, 1.08, -0.57], [0.54, 2.13, -0.44], [-0.28, 0.75, -1.12], [0.27, 0.13, 1.65], [-0.37, 1.76, 1.56], [-1.79, -0.54, 0.14], [-2.00, -0.23, 1.84], [-3.58, 0.89, -0.51]], "charge": 0, "e_above_lowest_kj_mol": 60.3, "gap_ev": 10.00, "smiles": "CC(=O)NCCCS", "energy_ev": -19736.470, "homo_energy_ev": -9.306}

=====

[6]
{"formula": "C5H11NOS", "method": "ωB97M-V with the def2-TZVPD basis set", "species": ["C", "C", "C", "S", "C", "N", "C", "O", "H", "H", "H", "H", "H", "H", "H", "H", "H", "H", "H"], "coordinates": [[-0.77, 1.02, -0.37], [0.36, 1.62, 0.41], [1.28, 0.48, 0.93], [2.24, -0.46, -0.29], [-1.65, 0.13, 0.30], [-2.29, -0.87, -0.40], [-1.48, -1.64, -1.37], [-1.71, 0.20, 1.53], [5.71, 1.22, -0.52], [-0.80, 1.18, -1.45], [-0.01, 2.20, 1.27], [0.91, 2.27, -0.27], [0.72, -0.39, 1.28], [1.94, 0.90, 1.69], [5.89, 1.91, -0.80], [-2.76, -1.44, 0.30], [-2.13, -2.06, -2.13], [-0.88, -2.35, -0.82], [-0.81, -0.96, -1.90]], "charge": 1, "e_above_lowest_kj_mol": 358.4, "gap_ev": [5.51, 5.07], "multiplicity": 2, "energy_ev": -19723.952, "homo_energy_ev": [-13.839, -13.427]}

=====

[7]
{"formula": "C5H11NS", "method": "ωB97M-V with the def2-TZVPD basis set", "species": ["C", "C", "C", "C", "C", "N", "S", "H", "H", "H", "H", "H", "H", "H", "H", "H", "H", "H"], "coordinates": [[2.85, -0.20, -0.32], [-0.53, -1.26, 0.81], [-0.70, 1.28, 0.69], [-0.35, -0.01, -1.44], [-0.21, -0.03, 0.06], [1.78, 0.33, 0.23], [4.42, 0.08, 0.04], [2.65, -0.82, -1.18], [-0.42, -1.04, 1.99], [-1.46, -1.68, 0.57], [0.25, -2.00, 0.66], [-1.67, 1.56, 0.40], [-0.04, 1.95, 0.17], [-0.45, 1.22, 1.71], [0.28, -0.75, -1.85], [-1.28, -0.19, -1.79], [-0.08, 0.97, -1.77], [1.87, 1.22, 0.58]], "charge": 0, "e_above_lowest_kj_mol": 219.7, "gap_ev": 8.27, "energy_ev": -17686.186, "homo_energy_ev": -7.750}

=====

[8]
{"formula": "C5H11NiO2", "method": "ωB97M-V with the def2-TZVPD basis set", "species": ["C", "C", "H", "H", "H", "H", "H", "O", "C", "C", "O", "C", "Ni", "H", "H", "H", "H", "H", "H"], "coordinates": [[0.73, 0.83, 1.44], [2.00, 1.50, 0.92], [-0.31, 1.23, 0.62], [0.24, 1.42, 2.22], [2.32, 1.06, -0.04], [2.81, 1.38, 1.65], [1.84, 2.57, 0.76], [-2.49, -1.50, -1.69], [-2.36, -0.37, -0.95], [-1.02, 0.12, -0.53], [-0.09, -0.68, -0.01], [0.47, -1.88, -0.72], [-1.07, -2.63, -1.84], [-2.92, -0.41, 0.02], [-2.79, 0.53, -1.45], [-0.57, 0.81, -1.25], [0.88, -2.45, 0.11], [1.32, -1.45, -1.28], [1.00, -0.06, 2.02]], "charge": 1, "gap_ev": [6.71, 7.35], "multiplicity": 3, "energy_ev": -50486.144, "homo_energy_ev": [-13.307, -13.937]}